No. 1
69
Properties=species:S:1:pos:R:3:forces:R:3:lowdin_charge:R:1 method="wB97M-V/def2-TZVPD" homo_energy_ev=-11.7 homo_lumo_gap_ev=7.53 spin_multiplicity=1 largest_force_ev_per_a=1.7 charge=+1 lumo_energy_ev=-4.2
C -3.072052 1.706715 -1.527733 1.0 -0.7 0.4 -0.129
C -3.616233 0.257409 -1.717082 0.4 0.7 0.0 -0.495
S -4.843523 -0.304554 -0.490442 -0.5 -0.3 -0.2 0.920
C -4.038066 -0.575874 1.151282 0.6 1.3 0.1 -0.382
C -2.536954 -0.317322 1.047833 -0.6 -1.3 0.1 -0.203
C -1.771945 -1.348613 0.551128 0.8 0.0 0.4 0.032
B -2.382172 -2.751260 0.045808 -0.6 -0.2 -0.6 -0.614
O -2.761067 -3.778826 0.880542 -0.5 0.8 -0.4 0.190
O -2.473887 -2.928829 -1.328790 1.3 -0.3 1.1 0.170
C -0.348107 -1.182846 0.465999 -0.7 0.7 0.3 -0.066
C 0.509347 -2.217702 0.003716 0.5 -0.6 -0.3 0.007
C 1.867130 -2.054581 -0.096455 -0.5 0.9 0.4 0.030
C 2.421166 -0.785462 0.279437 0.6 0.0 0.1 -0.178
C 3.931799 -0.559977 0.163436 -0.6 -1.1 -0.9 -0.087
C 4.340701 -0.966034 -1.298825 -0.2 1.0 1.2 -0.260
O 3.388918 -0.417230 -2.208690 0.6 -0.8 -0.6 -0.222
Si 3.362157 -1.152150 -3.737191 -0.8 -0.2 -1.0 0.460
C 3.315729 0.080526 -5.165977 0.1 0.2 0.1 -0.172
C 4.784942 -2.352627 -4.071018 0.2 -0.1 0.2 -0.160
C 1.743072 -2.146078 -3.868032 -0.1 0.3 0.2 -0.175
C 1.614669 0.224440 0.729141 0.2 0.2 0.3 0.017
C 0.196920 0.082461 0.869661 0.3 -0.7 -0.3 -0.054
C -0.656818 1.107593 1.374496 0.9 -0.5 -0.5 -0.131
C -0.021609 2.418158 1.836804 0.2 0.3 0.5 -0.582
Cl 0.731258 3.275804 0.420824 -0.4 -0.2 0.4 0.691
C 0.995488 2.237694 3.019946 -1.0 0.8 0.7 -0.222
C 0.831096 3.382263 4.092205 0.8 0.1 -0.4 -0.081
N -1.979200 0.885118 1.428484 -0.1 0.3 0.2 0.050
C -2.861257 1.982682 1.918081 0.1 0.7 0.2 -0.190
C -2.873628 2.070781 3.470687 -0.4 -0.6 -0.5 -0.679
C -3.072560 0.706233 4.163538 -0.1 0.5 0.5 -0.132
Br -4.431333 3.193285 3.925231 0.5 -0.1 -0.1 0.751
H -2.036878 1.618856 -1.135837 -0.4 0.2 -0.2 0.058
H -3.622397 2.297659 -0.782222 -0.2 -0.1 -0.6 0.060
H -2.967805 2.216064 -2.497053 -0.3 0.0 0.4 0.083
H -2.784745 -0.456717 -1.793201 -0.4 0.2 0.0 0.056
H -4.147170 0.236001 -2.684547 -0.1 -0.4 0.6 0.083
H -4.246231 -1.573615 1.569237 0.2 0.3 -0.5 0.087
H -4.527406 0.123056 1.845827 0.2 -0.4 -0.3 0.055
H -3.586881 -3.600518 1.348971 0.3 -0.3 0.3 0.111
H -1.595119 -2.692502 -1.673496 -0.6 0.3 -0.6 0.105
H 0.132183 -3.209295 -0.282181 -0.2 0.5 0.2 0.135
H 2.497317 -2.869377 -0.460807 -0.2 0.3 0.2 0.134
H 4.226814 0.467987 0.409707 -0.2 -0.3 0.0 0.122
H 4.414791 -1.293370 0.834822 0.1 0.6 -0.1 0.131
H 5.326171 -0.515874 -1.500339 -0.1 -0.6 0.0 0.128
H 4.353544 -2.070315 -1.309658 0.3 0.4 -0.4 0.106
H 2.623505 0.923842 -5.001116 0.4 -0.2 0.0 0.035
H 2.983688 -0.434727 -6.086645 0.1 0.1 0.5 0.041
H 4.331841 0.457533 -5.377948 -0.4 0.1 0.1 0.035
H 5.653876 -2.250156 -3.400201 -0.3 -0.1 -0.2 0.030
H 4.391410 -3.381707 -3.991462 0.3 0.3 0.0 0.038
H 5.177559 -2.232983 -5.097247 -0.3 0.0 0.4 0.043
H 1.591340 -2.484839 -4.909778 0.1 0.0 0.5 0.040
H 0.883949 -1.491129 -3.621431 0.3 -0.3 0.0 0.028
H 1.719879 -3.018177 -3.192106 0.0 0.2 -0.3 0.021
H 2.130387 1.149508 0.987134 -0.4 -0.3 -0.1 0.079
H -0.749574 3.143514 2.217585 0.1 -0.5 -0.4 0.060
H 0.729060 1.301177 3.535891 0.5 0.1 -0.4 0.120
H 2.037212 2.282155 2.687976 -0.4 -0.5 -0.1 0.096
H 0.606182 2.988790 5.093299 -0.2 0.1 -0.4 0.078
H 0.106174 4.154290 3.789308 0.1 -0.3 0.2 0.076
H 1.801009 3.902617 4.184177 -0.5 -0.1 0.0 0.080
H -2.459164 2.896347 1.452296 -0.4 -0.3 0.3 0.128
H -3.887058 1.891440 1.544930 0.5 -0.3 0.0 0.094
H -1.982839 2.596727 3.842658 -0.4 -0.2 0.0 0.074
H -4.044776 0.256523 3.907775 0.4 0.2 0.0 0.072
H -3.115707 0.911545 5.247279 0.1 -0.3 -0.4 0.085
H -2.258122 -0.011524 3.970360 -0.2 0.3 0.0 0.088

No. 2
24
Properties=species:S:1:pos:R:3:forces:R:3:lowdin_charge:R:1 method="wB97M-V/def2-TZVPD" homo_energy_ev=-13.0 homo_lumo_gap_ev=9.85 spin_multiplicity=1 largest_force_ev_per_a=0.6 charge=+1 lumo_energy_ev=-3.1
C -0.014534 -2.190374 0.413723 0.3 -0.1 0.1 -0.265
O 0.346750 -2.736683 1.657460 0.0 0.3 0.0 -0.024
C -1.304382 -1.398028 0.533280 -0.3 0.0 -0.2 -0.144
N -1.710458 -0.863440 -0.812540 -0.1 -0.3 0.1 0.147
H -0.152972 -3.038186 -0.261147 -0.1 0.0 0.0 0.133
H 0.784158 -1.567999 -0.009379 0.0 0.0 0.0 0.123
H 0.769613 -2.058769 2.202701 0.0 -0.2 -0.1 0.106
H -2.120869 -2.024102 0.889556 0.1 -0.1 0.1 0.138
H -1.203031 -0.549440 1.207206 0.0 0.0 0.0 0.119
H -1.785031 -1.633236 -1.479975 0.0 0.0 0.0 0.162
H -1.042654 -0.102774 -1.229580 -0.1 0.1 0.0 0.092
H -2.640236 -0.450860 -0.746653 0.0 0.1 -0.1 0.160
C 0.611596 1.737095 0.374555 0.3 0.3 -0.1 -0.300
C 0.873004 1.726116 -1.124755 0.0 -0.1 0.1 -0.238
N -0.299311 1.221464 -1.890042 0.3 0.2 0.1 -0.014
N 1.768260 2.347030 1.040917 -0.6 0.1 0.1 0.006
H -0.334222 2.262858 0.573656 -0.1 -0.1 0.0 0.116
H 0.525934 0.708286 0.731315 -0.1 0.0 0.0 0.080
H 1.145722 2.730579 -1.454366 0.0 0.0 0.0 0.120
H 1.723459 1.074541 -1.321621 0.0 0.0 -0.1 0.121
H 0.011633 1.104659 -2.850543 -0.2 -0.1 0.0 0.104
H -0.998298 1.959925 -1.931794 0.0 0.0 0.0 0.103
H 1.752805 3.346427 0.851484 0.2 -0.1 -0.1 0.078
H 1.644529 2.281031 2.047736 0.2 -0.1 -0.1 0.076

No. 3
77
Properties=species:S:1:pos:R:3:forces:R:3:lowdin_charge:R:1 method="wB97M-V/def2-TZVPD" homo_energy_ev="-12.8 / -12.8" homo_lumo_gap_ev="6.66 / 6.64" spin_multiplicity=1 largest_force_ev_per_a=0.4 charge=+2 lumo_energy_ev="-6.2 / -6.2"
Mo -0.447873 -0.307036 -0.086344 0.3 0.0 0.2 1.690
C -1.068741 3.440635 2.451007 0.0 0.0 0.0 -0.171
C -1.326233 2.926551 1.043349 -0.1 0.0 0.0 -0.204
C -2.441179 1.895209 0.955245 0.0 0.0 -0.1 -0.192
N -2.194864 0.834324 -0.051736 0.1 0.0 0.1 -0.109
C -3.254609 0.485531 -0.831531 0.1 0.1 0.1 -0.203
C -4.557666 0.949754 -0.645955 -0.2 0.1 0.0 0.020
C -5.698651 0.830406 -1.436456 0.1 0.0 0.1 -0.027
C -5.871197 0.229677 -2.665338 0.0 0.0 -0.1 -0.048
C -4.925943 -0.534326 -3.332011 0.0 0.0 0.0 -0.028
C -3.665093 -0.912596 -2.906318 -0.1 0.0 -0.1 0.009
C -2.931438 -0.560283 -1.765582 0.2 -0.1 0.0 -0.225
N -1.786832 -1.180114 -1.431271 -0.1 0.2 -0.1 -0.145
C -1.589873 -2.509887 -2.011408 0.0 -0.1 0.0 -0.219
C -0.646814 -3.403483 -1.206732 -0.1 -0.1 -0.1 -0.165
C -0.959779 -3.355224 0.266179 -0.2 0.1 -0.1 -0.215
N -0.785357 -2.035240 0.888300 0.0 -0.1 -0.1 -0.152
C -1.173572 -1.987637 2.214705 0.2 0.2 0.0 -0.203
C -1.920852 -2.985099 2.801120 -0.1 -0.3 0.2 0.013
C -2.408725 -3.170946 4.109622 0.0 0.0 -0.1 -0.033
C -2.109049 -2.483851 5.247954 0.1 0.1 0.0 -0.050
C -1.239775 -1.387038 5.314539 0.0 0.0 -0.1 -0.023
C -0.662511 -0.666681 4.301064 0.0 0.0 0.2 0.009
C -0.742847 -0.774213 2.884169 0.1 0.0 -0.1 -0.216
N -0.292924 0.175243 2.069623 -0.1 -0.1 -0.2 -0.089
C 0.352855 1.330198 2.721075 -0.1 0.0 0.1 -0.215
C -0.611234 2.322480 3.393793 0.0 0.0 -0.1 -0.163
H -1.961491 3.919908 2.858964 0.0 0.0 0.0 0.125
H -0.300113 4.215903 2.400567 0.0 0.0 0.0 0.121
H -0.422938 2.450148 0.699174 0.0 0.0 0.0 0.021
H -1.535122 3.761389 0.368720 0.0 0.0 0.0 0.131
H -3.341471 2.441460 0.700092 0.0 0.0 0.0 0.102
H -2.615457 1.427200 1.925039 0.0 -0.1 0.0 0.121
H -4.741050 1.490589 0.268356 0.0 0.0 0.0 0.105
H -6.576264 1.316804 -1.026317 0.0 0.0 0.0 0.124
H -6.839130 0.339343 -3.137021 0.0 0.0 0.0 0.121
H -5.228338 -0.932031 -4.293862 0.0 0.0 0.0 0.124
H -3.151733 -1.584748 -3.581156 0.0 0.0 0.0 0.108
H -1.264262 -2.459362 -3.061930 0.0 0.0 0.0 0.126
H -2.557957 -3.017184 -2.037800 0.0 0.0 0.0 0.134
H 0.415741 -3.245347 -1.389509 0.0 0.1 0.0 0.088
H -0.840311 -4.423393 -1.544242 0.1 0.0 0.0 0.136
H -0.336242 -4.073594 0.803628 -0.1 -0.1 0.0 0.139
H -1.995929 -3.700864 0.340782 0.0 0.1 0.1 0.120
H -2.222853 -3.791558 2.154076 0.0 0.0 -0.1 0.096
H -3.070083 -4.022262 4.220520 0.0 0.0 0.0 0.122
H -2.537296 -2.833731 6.178037 0.0 0.0 0.0 0.120
H -1.011985 -1.029329 6.312338 0.0 0.0 0.0 0.125
H -0.070950 0.159950 4.660715 0.0 0.0 0.0 0.097
H 0.938003 1.855463 1.979124 0.0 0.0 0.0 0.071
H 1.086303 0.965450 3.445647 0.0 0.0 0.0 0.119
H -0.128240 2.767810 4.264942 0.0 0.0 0.0 0.126
H -1.470868 1.768809 3.772953 0.0 0.0 0.0 0.106
C 2.214094 -1.244023 -1.765493 0.0 0.1 -0.1 -0.150
C 2.470448 -1.391736 -0.285591 0.0 0.0 0.1 -0.170
N 1.871098 -0.219795 0.393958 -0.1 0.0 0.0 -0.126
C 2.641175 1.030618 0.134893 0.0 0.0 -0.1 -0.139
C 1.764920 2.181055 -0.362428 0.0 0.0 0.0 -0.179
N 0.632875 1.663232 -1.149890 -0.1 0.0 0.0 -0.112
C 1.031043 1.451985 -2.563017 0.0 0.0 0.0 -0.159
C 0.554593 0.106648 -3.040294 0.0 0.0 0.0 -0.163
N 0.780822 -0.893509 -1.974576 0.1 0.0 0.0 -0.145
H 2.465344 -2.164918 -2.292308 0.0 0.0 0.0 0.140
H 2.843150 -0.463245 -2.189540 0.0 0.0 0.0 0.114
H 3.540839 -1.473854 -0.084523 0.0 0.0 0.0 0.139
H 1.980745 -2.285469 0.102268 0.0 0.0 0.0 0.115
H 1.864131 -0.406125 1.390071 0.0 0.0 0.0 0.110
H 3.413185 0.811904 -0.602187 0.0 0.0 0.0 0.117
H 3.165130 1.333543 1.040692 0.0 0.0 0.0 0.137
H 2.375696 2.867463 -0.953593 0.0 0.0 0.0 0.136
H 1.375767 2.765254 0.462799 0.0 0.0 0.0 0.094
H -0.111357 2.351284 -1.128094 0.0 0.0 0.0 0.103
H 2.117764 1.507349 -2.630192 0.0 0.0 0.0 0.117
H 0.638189 2.242004 -3.202431 0.0 0.0 0.0 0.140
H 1.068791 -0.173296 -3.962968 0.0 0.0 0.0 0.141
H -0.517401 0.123275 -3.236994 0.0 0.0 0.0 0.116
H 0.338849 -1.732699 -2.310920 0.0 0.0 0.0 0.049

Number 1: calculated total energy -4925.74243 Ha. Number 2: calculated total energy -401.26395 Ha. Number 3: calculated total energy -1542.53239 Ha.